1.
{
  "formula": "C4H7NO",
  "method": "the ωB97M-V functional and the def2-TZVPD basis",
  "symbols": ["C", "C", "C", "C", "O", "N", "H", "H", "H", "H", "H", "H", "H"],
  "coordinates": [[-1.489, -0.402, 0.328], [-0.293, -0.111, -0.566], [0.549, 1.126, -0.163], [1.628, 0.114, 0.250], [2.679, 0.153, 0.838], [0.903, -0.922, -0.291], [-2.052, -1.272, -0.024], [-1.162, -0.599, 1.355], [-2.169, 0.456, 0.344], [-0.585, -0.130, -1.623], [0.844, 1.773, -0.994], [0.154, 1.728, 0.660], [0.994, -1.914, -0.115]],
  "atomic_forces_ev_per_a": [[-0.031, -0.004, 0.028], [-0.207, 0.077, -0.086], [0.004, 0.162, 0.048], [0.271, -0.021, 0.099], [-0.368, -0.017, -0.255], [0.101, -0.133, 0.122], [0.093, 0.076, 0.054], [-0.025, 0.087, -0.122], [0.058, -0.134, -0.052], [0.087, 0.000, 0.166], [-0.010, -0.101, 0.156], [0.044, -0.110, -0.116], [-0.015, 0.117, -0.044]],
  "total_charge": 0,
  "smiles": "C[C@H]1CC(=O)N1",
  "lumo_energy_ev": 0.95,
  "e_above_lowest_kj_mol": 71.11,
  "e_homo_ha": -0.3595,
  "gap_ev": 10.735
}


2.
{
  "formula": "C20H56N2O8",
  "method": "the ωB97M-V functional and the def2-TZVPD basis",
  "symbols": ["N", "C", "N", "O", "H", "H", "H", "H", "C", "C", "C", "O", "H", "H", "H", "H", "H", "H", "H", "H", "C", "C", "C", "O", "H", "H", "H", "H", "H", "H", "H", "H", "C", "C", "C", "O", "H", "H", "H", "H", "H", "H", "H", "H", "C", "C", "C", "O", "H", "H", "H", "H", "H", "H", "H", "H", "C", "C", "C", "O", "H", "H", "H", "H", "H", "H", "H", "H", "C", "C", "C", "O", "H", "H", "H", "H", "H", "H", "H", "H", "C", "O", "H", "H", "H", "H"],
  "coordinates": [[-1.420, -2.232, -1.624], [-0.652, -2.387, -0.548], [0.133, -1.375, -0.448], [-0.707, -3.469, 0.410], [-2.133, -3.042, -1.881], [-1.298, -1.445, -2.323], [0.835, -1.399, 0.328], [0.284, -0.775, -1.220], [3.183, 4.243, 0.030], [3.208, 2.873, 0.729], [1.994, 1.994, 0.392], [4.147, 2.174, 0.307], [2.441, 4.957, 0.386], [2.931, 4.122, -0.993], [4.142, 4.772, 0.165], [3.369, 2.941, 1.857], [1.861, 1.673, -0.676], [1.082, 2.553, 0.687], [2.016, 1.126, 1.044], [4.473, 1.654, 1.048], [-4.227, -0.316, 1.725], [-3.382, -1.316, 0.833], [-3.893, -2.741, 0.999], [-3.419, -1.179, -0.394], [-5.222, -0.319, 1.319], [-3.753, 0.652, 1.535], [-4.246, -0.657, 2.792], [-2.344, -1.479, 1.219], [-4.918, -2.825, 0.772], [-3.654, -3.111, 2.004], [-3.515, -3.527, 0.370], [-2.565, -1.509, -0.736], [-0.185, 0.240, -5.059], [0.071, 0.062, -3.571], [1.473, 0.559, -3.151], [-0.859, 0.476, -2.834], [0.540, -0.143, -5.743], [-0.075, 1.286, -5.265], [-1.163, 0.003, -5.467], [0.112, -0.985, -3.359], [1.763, 0.031, -2.233], [1.636, 1.618, -3.146], [2.128, 0.200, -3.960], [-1.201, 1.251, -3.303], [2.389, -3.406, 0.897], [2.704, -1.968, 1.213], [3.423, -1.236, 0.109], [1.739, -1.429, 1.695], [1.814, -3.366, -0.005], [1.807, -3.925, 1.644], [3.262, -4.018, 0.610], [3.311, -1.990, 2.144], [2.770, -0.692, -0.640], [3.896, -2.031, -0.418], [4.215, -0.483, 0.429], [2.133, -0.897, 2.422], [-0.728, 3.464, -1.714], [-0.293, 4.115, -3.033], [1.075, 4.636, -2.998], [-0.315, 3.288, -3.965], [-1.785, 3.136, -1.530], [-0.620, 4.075, -0.772], [-0.058, 2.638, -1.557], [-1.070, 4.869, -3.368], [1.276, 5.310, -2.200], [1.235, 5.270, -3.860], [1.867, 3.911, -2.968], [-1.238, 3.248, -4.121], [-2.175, -3.457, 5.074], [-1.675, -2.788, 3.838], [-0.429, -1.994, 4.025], [-1.426, -3.667, 3.021], [-2.609, -4.442, 4.800], [-2.967, -2.886, 5.534], [-1.400, -3.533, 5.767], [-2.407, -2.130, 3.457], [-0.459, -1.389, 4.897], [-0.264, -1.469, 3.122], [0.489, -2.499, 4.068], [-0.914, -3.326, 2.289], [-0.964, 1.125, 1.836], [-1.043, 1.133, 0.479], [-1.535, 0.381, 2.222], [-1.169, 2.118, 2.240], [0.033, 0.788, 2.197], [-0.882, 0.284, 0.088]],
  "atomic_forces_ev_per_a": [[-3.330, -3.301, -3.226], [-0.893, -6.387, 4.100], [3.396, 1.249, 2.864], [0.072, 5.858, -5.487], [2.285, 2.394, 0.727], [-0.320, -1.368, 1.422], [-1.217, 0.565, -0.837], [0.126, 0.575, -0.553], [0.259, 0.562, 1.394], [-6.842, 3.779, 2.721], [-2.493, 1.649, 0.866], [9.463, -5.042, -2.890], [-0.280, -0.301, 0.456], [0.236, -0.292, -1.108], [-0.175, -0.447, -0.304], [-1.181, 0.799, -0.853], [0.657, 0.570, 0.975], [0.090, -0.516, -0.328], [0.046, -0.290, -0.127], [0.449, -0.217, -0.676], [1.697, -1.050, -0.821], [-0.409, -3.858, 9.423], [0.063, -1.207, 2.760], [0.287, 3.924, -9.824], [-0.577, 0.089, -0.095], [-0.342, 0.144, 0.594], [0.182, 0.554, -0.958], [-0.099, 1.115, 0.288], [-1.739, 0.338, 0.197], [-0.596, -0.137, 0.041], [1.194, 0.217, -0.693], [-1.154, 0.472, -0.487], [-0.023, 0.971, -0.494], [6.301, -3.092, -4.181], [0.348, -1.378, -1.376], [-6.603, 3.589, 3.774], [0.657, -0.931, -0.061], [-0.059, 1.021, 0.027], [-0.319, -0.534, 0.522], [0.641, -1.456, -0.390], [0.142, 0.614, -0.177], [-0.335, 0.603, 0.428], [0.218, -0.093, 0.438], [-0.463, 0.288, 1.038], [0.848, -0.793, -1.476], [11.032, -6.322, -1.632], [0.730, 1.393, -1.008], [-10.857, 7.796, 6.224], [-0.737, -0.418, -0.591], [-0.094, 0.150, 0.317], [-0.091, 0.402, 0.422], [2.184, -1.006, -1.078], [0.505, -0.693, 1.070], [0.887, -0.254, -0.841], [-1.090, -1.014, -0.222], [-2.087, 0.214, -0.678], [-0.475, 0.897, 2.241], [-1.576, 5.992, 6.603], [1.187, 2.136, 0.120], [-0.193, -7.112, -7.192], [0.711, -0.042, -1.113], [0.344, -0.022, -1.110], [0.024, -0.627, 0.142], [0.958, 0.701, 1.277], [-0.070, 0.469, 1.046], [0.137, -0.122, -0.590], [0.031, -0.795, -0.091], [-1.332, -1.092, -1.414], [-1.999, -0.289, -0.087], [-0.614, 5.033, 6.012], [-0.145, 1.388, 0.728], [1.825, -8.430, -7.304], [0.437, 0.543, 0.271], [-0.307, 0.261, 0.324], [1.284, -0.613, 1.287], [-1.486, 1.560, -0.173], [-0.082, 1.197, 0.595], [-0.152, 1.404, -0.850], [1.021, -1.863, 0.514], [0.127, -0.313, -1.129], [2.713, 0.727, 0.773], [-0.420, 1.573, -1.982], [-2.510, -1.817, 1.560], [-0.155, -0.188, -0.053], [0.082, 0.635, -0.135], [0.041, -0.692, 0.116]],
  "total_charge": 0,
  "smiles": "NC(N)=O.CC(C)O.CC(C)O.CC(C)O.CC(C)O.CC(C)O.CC(C)O.CO",
  "lumo_energy_ev": 0.03,
  "e_above_lowest_kj_mol": 829.91,
  "e_homo_ha": -0.3109,
  "gap_ev": 8.492
}


3.
{
  "formula": "H4N4O",
  "method": "the ωB97M-V functional and the def2-TZVPD basis",
  "symbols": ["N", "N", "O", "N", "N", "H", "H", "H", "H"],
  "coordinates": [[-0.122, 0.102, 0.153], [-0.916, -0.995, 0.335], [0.070, 0.675, 1.429], [1.693, -0.202, -1.294], [1.128, 0.620, -1.866], [0.941, 1.091, 1.384], [-1.162, -1.189, 1.301], [-1.723, -0.983, -0.276], [0.091, 0.881, -1.166]],
  "atomic_forces_ev_per_a": [[1.178, -0.337, 0.934], [-0.647, 0.073, -0.136], [-0.553, -0.151, -0.258], [-0.695, 1.247, -0.680], [0.327, -0.644, 0.354], [-0.034, -0.050, -0.161], [0.044, 0.310, -0.036], [0.015, -0.028, 0.049], [0.366, -0.419, -0.065]],
  "total_charge": 0,
  "lumo_energy_ev": [0.82, 0.51],
  "e_above_lowest_kj_mol": 149.32,
  "e_homo_ha": [-0.3008, -0.2679],
  "gap_ev": [9.005, 7.801]
}


4.
{
  "formula": "C11H68NO22",
  "method": "the ωB97M-V functional and the def2-TZVPD basis",
  "symbols": ["C", "C", "C", "C", "N", "C", "C", "C", "C", "C", "C", "C", "H", "H", "H", "H", "H", "H", "H", "H", "H", "H", "H", "H", "H", "H", "H", "H", "H", "H", "H", "H", "H", "H", "H", "H", "O", "H", "H", "O", "H", "H", "O", "H", "H", "O", "H", "H", "O", "H", "H", "O", "H", "H", "O", "H", "H", "O", "H", "H", "O", "H", "H", "O", "H", "H", "O", "H", "H", "O", "H", "H", "O", "H", "H", "O", "H", "H", "O", "H", "H", "O", "H", "H", "O", "H", "H", "O", "H", "H", "O", "H", "H", "O", "H", "H", "O", "H", "H", "O", "H", "H"],
  "coordinates": [[0.558, -0.548, 4.011], [-0.735, -0.601, 3.078], [-0.626, 0.332, 2.047], [-0.029, -0.081, 0.691], [-0.275, 0.656, -0.502], [-0.023, 2.115, -0.294], [-1.241, 3.057, 0.058], [-2.194, 2.255, -0.892], [-1.701, 0.727, -0.913], [0.603, 0.097, -1.673], [0.506, -1.350, -2.066], [1.636, -1.647, -3.054], [0.551, -0.058, 5.065], [1.198, -0.179, 3.394], [0.683, -1.680, 4.229], [-1.821, -0.474, 3.752], [-0.550, -1.683, 2.766], [-0.115, 1.190, 2.494], [-1.512, 0.677, 1.699], [-0.380, -1.210, 0.629], [1.113, -0.178, 0.836], [0.129, 2.462, -1.191], [0.870, 2.257, 0.365], [-1.331, 4.068, -0.228], [-1.618, 2.873, 1.114], [-1.880, 2.666, -1.803], [-3.148, 2.041, -0.477], [-1.933, 0.424, -1.878], [-2.522, 0.105, -0.259], [1.729, 0.238, -1.527], [0.539, 0.583, -2.602], [-0.394, -1.639, -2.553], [0.661, -1.778, -1.252], [1.732, -2.633, -3.632], [2.571, -1.539, -2.459], [1.710, -1.042, -3.870], [-0.148, 2.145, 5.876], [-0.239, 2.395, 6.829], [0.641, 2.510, 5.572], [4.690, -2.630, -4.946], [5.179, -3.248, -5.483], [3.887, -2.875, -5.337], [2.156, -3.977, 3.009], [2.690, -3.306, 2.554], [1.397, -4.009, 2.465], [-1.929, 1.276, -4.629], [-2.704, 0.754, -4.382], [-1.939, 1.820, -5.530], [3.743, 0.145, 0.495], [4.050, -0.621, 0.970], [3.647, 0.920, 1.005], [1.730, 0.954, -5.911], [2.141, 1.531, -6.592], [1.757, 1.467, -5.118], [-0.638, -0.663, 8.128], [-0.889, -0.782, 7.210], [-1.155, 0.011, 8.495], [3.407, 2.606, 1.323], [4.301, 2.933, 1.661], [3.285, 3.073, 0.502], [-4.709, -1.652, -1.463], [-5.210, -1.690, -0.617], [-4.014, -2.146, -1.189], [0.834, 5.301, -2.031], [0.835, 6.220, -2.288], [0.286, 4.783, -2.643], [3.073, -2.466, 6.537], [2.203, -2.986, 6.334], [3.870, -3.038, 6.437], [1.386, -4.412, 5.624], [0.820, -5.176, 5.506], [1.653, -4.179, 4.695], [-2.195, -2.750, -0.566], [-1.541, -3.068, 0.028], [-1.684, -3.231, -1.210], [-3.809, 5.207, 2.303], [-3.027, 5.532, 2.726], [-3.845, 4.251, 2.158], [-0.133, 3.496, -3.853], [0.716, 2.931, -3.608], [-0.843, 2.823, -3.881], [-4.435, 0.116, 2.632], [-4.524, -0.694, 2.169], [-4.859, -0.136, 3.521], [-4.707, 2.734, 1.498], [-4.533, 1.898, 1.744], [-5.319, 2.594, 0.865], [-0.358, -4.040, 1.539], [-0.536, -4.795, 1.089], [-1.087, -3.904, 2.119], [1.668, -5.464, -3.631], [2.483, -5.076, -3.256], [2.048, -6.249, -3.913], [-4.265, -0.071, -3.557], [-4.680, -0.583, -2.960], [-4.764, -0.243, -4.313], [2.618, 2.370, -3.411], [2.781, 3.175, -3.895], [3.385, 2.074, -2.769], [4.425, 0.124, -5.225], [4.574, -0.623, -4.790], [3.588, 0.088, -5.696]],
  "atomic_forces_ev_per_a": [[-5.246, -4.184, 5.361], [-1.465, -4.088, 5.660], [1.653, 3.489, -3.211], [2.915, -5.118, 3.192], [-0.824, 0.749, -1.825], [1.497, 1.660, 4.987], [-1.943, -5.446, 1.992], [2.034, -2.234, 2.200], [-3.942, 0.545, 2.408], [2.333, 0.238, 0.098], [-0.910, 2.991, -6.314], [1.758, -2.539, 1.719], [-0.313, -0.358, -2.213], [4.934, 2.095, -3.230], [0.794, 2.008, -0.116], [3.184, -0.557, -2.125], [-1.404, 1.226, -0.236], [0.060, 0.374, -0.558], [-3.418, 1.299, -0.254], [0.545, 2.300, -0.651], [-1.522, 0.278, -0.632], [1.926, 1.710, -5.028], [-0.613, -0.298, -0.673], [1.116, 1.133, -0.214], [0.717, 0.681, -1.090], [-1.315, 0.503, -1.920], [-1.448, 1.436, -0.739], [0.463, -1.116, -1.896], [2.770, 1.170, -1.091], [-1.540, 0.189, 1.140], [-1.344, 1.870, -0.799], [-1.211, 0.019, 0.054], [1.110, -4.988, 6.858], [-0.862, 0.713, 1.642], [-0.227, -0.127, -0.682], [-0.112, 2.583, -1.970], [-2.449, -0.724, 1.920], [0.310, -0.275, -1.323], [2.125, 1.031, -0.585], [1.186, -0.284, 0.508], [1.549, -0.140, 0.023], [-2.796, 0.131, -0.442], [1.606, 0.593, 0.235], [0.108, -0.261, 0.566], [-1.732, -0.310, -0.971], [1.340, 2.086, -2.109], [-0.501, 0.347, -0.618], [-0.738, -2.329, 2.969], [-0.287, -1.952, -2.212], [0.207, 0.115, 0.526], [-0.001, 1.419, 1.457], [0.271, -0.093, -1.760], [-0.488, -0.522, 0.600], [0.252, 0.502, 1.004], [1.391, -1.663, -0.618], [-0.122, 0.204, -0.004], [-1.286, 1.484, 0.628], [1.839, 0.664, 1.317], [-1.819, -0.579, -0.612], [-0.083, 0.403, -0.547], [-4.020, 1.998, 0.695], [-0.248, 0.417, -1.120], [4.153, -2.549, 0.654], [0.240, -0.545, 0.583], [-0.202, 0.193, -0.265], [-0.008, 0.389, -0.229], [-1.113, -0.881, -0.561], [2.788, 0.776, 0.684], [-1.480, 0.288, 0.057], [-0.026, 0.222, -1.221], [-0.136, -0.181, 0.284], [-0.002, -0.220, 0.902], [0.002, -0.155, -0.586], [0.619, 0.223, 3.022], [-0.598, -0.099, -2.423], [-1.002, 0.313, -0.564], [0.647, -0.366, 0.309], [0.354, 0.242, 0.252], [2.154, -2.130, 0.870], [-2.375, 1.602, -0.638], [0.153, 0.148, -0.172], [-0.887, 0.205, 2.727], [0.003, -1.224, -0.975], [0.945, 0.954, -1.796], [2.081, 4.466, 1.373], [1.318, -4.750, 2.157], [-3.430, 0.100, -3.473], [1.498, 3.554, 1.106], [-0.701, -3.853, -2.091], [-0.895, 0.179, 0.939], [0.250, 2.540, 1.242], [-0.745, 0.367, 0.014], [0.531, -2.860, -1.219], [3.130, 3.154, -2.005], [-1.842, -2.860, 4.061], [-1.112, -0.111, -2.361], [0.936, -1.727, 2.100], [0.986, 0.500, 0.225], [-2.070, 1.376, -2.433], [-0.649, 5.630, -2.698], [0.877, -5.173, 2.532], [-0.159, -0.210, 0.249]],
  "total_charge": 1,
  "lumo_energy_ev": -2.69,
  "e_above_lowest_kj_mol": 143.27,
  "e_homo_ha": -0.4374,
  "gap_ev": 9.208
}


Maximum force? In order: 0.4 14.7 1.6 8.6 eV/A.